The molecule C19H25N5O3S at a distorted geometry, computed with the ωB97M-V functional and the def2-TZVPD basis.

ORCA input file:
```
! RIJCOSX wB97M-V def2-TZVPD def2/J DEFGRID3
* xyz 0 1
C 1.56859 4.95721 1.15420
C 1.70954 3.44156 1.14010
C 2.19179 2.95594 -0.22557
N 2.34985 1.51064 -0.25383
C 1.22772 0.75664 -0.38320
N 0.00311 1.18618 -0.50497
N -0.77993 0.09907 -0.63591
C -0.05585 -0.97974 -0.59486
N 1.26577 -0.62674 -0.41975
C 2.46813 -1.28136 -0.27162
C 3.60026 -0.49717 -0.13612
C 3.61484 0.95497 -0.12223
O 4.60874 1.63981 -0.00955
S 5.01846 -1.45866 0.04394
C 4.08091 -2.89062 -0.05445
C 2.74884 -2.66376 -0.21887
H 2.01734 -3.44586 -0.28742
H 4.56659 -3.84352 0.01709
C -0.60536 -2.35410 -0.67611
C -0.93520 -2.91184 0.71784
H -0.01444 -3.00611 1.30121
H -1.36423 -3.90823 0.60046
C -1.91980 -2.03325 1.49535
C -3.29854 -1.98548 0.83963
O -4.20333 -2.72327 1.18281
N -3.41080 -1.07416 -0.14050
H -2.62815 -0.47225 -0.38862
C -4.64829 -0.81649 -0.83134
H -4.55420 -1.10233 -1.88504
H -5.42853 -1.41962 -0.36170
C -5.00626 0.67806 -0.77175
C -5.04950 1.22747 0.66272
H -5.18821 0.42937 1.38881
C -3.70256 1.93460 0.81168
H -3.74667 2.78224 1.49220
H -2.93938 1.24195 1.16349
C -3.40213 2.36709 -0.62300
H -2.33358 2.37942 -0.84658
H -3.82850 3.36047 -0.82651
O -4.01595 1.41518 -1.47453
H -5.86685 1.94162 0.76578
H -5.97007 0.81327 -1.28297
H -1.52397 -1.02132 1.59250
H -2.05028 -2.45702 2.49222
H -1.51904 -2.31141 -1.26928
H 0.10113 -3.01085 -1.18559
H 1.46693 3.22792 -0.99547
H 3.17047 3.38138 -0.45705
H 0.74537 2.97818 1.35676
H 2.42616 3.12935 1.90284
H 1.22672 5.29505 2.12881
H 0.84794 5.27764 0.40596
H 2.52380 5.43094 0.94086
*
```

Computed properties:
DFT total energy	-1636.7549	hartree
LUMO energy	-0.21	eV
largest force on an atom	1.23	eV/Å
structure (SMILES)	CCCn1c(=O)c2sccc2n2c(CCCC(=O)NC[C@H]3CCCO3)nnc12
ΔE to the lowest compared entry with this formula, charge and spin	0.00	kcal per mole

***

A structure of composition C19H26AlBrCl3CsF7LiN5O4PS2 at a distorted geometry, computed with the ωB97M-V functional and the def2-TZVPD basis.

ORCA input file:
```
! RIJCOSX wB97M-V def2-TZVPD def2/J DEFGRID3
* xyz 0 1
N 0.54311 5.54895 -0.50600
C 0.39755 4.48493 0.38985
N -0.37365 4.74649 1.52303
N 0.92358 3.32816 0.12472
C 1.21827 2.35107 1.17482
C 0.13645 1.23081 1.23070
C -0.75183 1.33867 2.47133
S -2.29925 0.36022 2.29480
C -3.21908 0.87353 0.90427
S -3.39850 -0.09745 -0.35532
N -3.83464 2.18484 0.92124
C -3.65827 3.14471 1.89010
C -4.39590 4.22930 1.49360
N -5.01409 3.92185 0.31633
C -4.65088 2.67406 -0.01681
C 1.27709 3.01954 -1.29049
C 1.88379 1.62872 -1.42151
C 1.70712 1.02455 -2.77361
O 0.99967 0.59252 -1.52362
H 1.51057 5.64204 -0.79429
H -0.05853 5.44271 -1.31727
H -1.25776 4.25044 1.51115
H 0.11940 4.64474 2.39944
H 1.22753 2.80420 2.16280
H 2.21586 1.95199 1.04169
H -0.47683 1.37128 0.33652
H 0.59866 0.25511 1.20174
H -1.06754 2.34886 2.71707
H -0.21855 0.96647 3.34866
H -3.05211 3.06970 2.77075
H -4.46467 5.16114 2.02465
H -4.98531 2.18012 -0.92062
H 2.04762 3.68045 -1.67751
H 0.39013 2.99784 -1.91732
H 2.82892 1.44111 -0.92144
H 0.77696 1.20708 -3.29520
H 2.35942 0.22308 -3.06839
C -0.42423 -2.66534 -0.20376
Cl 0.22275 -2.22006 1.42744
Cl -0.07617 -4.36239 -0.56093
H -1.50242 -2.50641 -0.20817
H 0.05168 -2.02514 -0.93894
Cl 1.06086 -6.75917 -1.01193
Al -5.29318 4.67328 -1.59552
F -1.72046 0.66486 -1.18647
C 6.94378 -2.09850 -2.32794
C 5.72324 -1.98324 -1.62774
C 5.30250 -0.71571 -1.18911
C 6.04926 0.40392 -1.49186
C 7.23823 0.28243 -2.20836
C 7.68667 -0.96660 -2.61370
H 7.29313 -3.07314 -2.63636
H 5.14789 -2.86342 -1.38196
H 4.38883 -0.62732 -0.61346
H 5.71597 1.38262 -1.16526
H 7.82006 1.16511 -2.44026
H 8.61833 -1.05716 -3.15524
Br 4.67171 -1.79982 -3.95660
C -6.65131 0.40286 -2.63363
O -5.78652 1.23433 -2.26388
O -7.37565 0.54294 -3.65878
O -6.89449 -0.67365 -2.01257
Li -2.89672 -0.72507 4.33408
Cs -1.24418 -3.41066 3.04835
F -4.31949 -9.47318 3.89678
P -2.85953 -9.50325 3.10930
F -2.23156 -9.77233 4.61951
F -1.96982 -8.86835 1.88275
F -3.86545 -10.04076 1.91437
F -2.01941 -10.89122 2.83073
F -2.78862 -7.89432 3.56927
*
```

Computed properties:
DFT total energy	-7375.3484	hartree
LUMO energy	-4.80	eV
largest force on an atom	6.34	eV/Å
ΔE to the lowest compared entry with this formula, charge and spin	0.00	kcal per mole

***

A structure of composition C19H26AlBrCl3CsF7LiN5O4PS2 at a distorted geometry, computed with the ωB97M-V functional and the def2-TZVPD basis.

ORCA input file:
```
! RIJCOSX wB97M-V def2-TZVPD def2/J DEFGRID3
* xyz 0 1
N 0.67679 5.69695 -0.01794
C 0.47031 4.52841 0.79828
N -0.36040 4.70394 1.93333
N 1.00735 3.38967 0.43157
C 1.27933 2.35516 1.45223
C 0.15061 1.19781 1.42901
C -0.83525 1.31182 2.66346
S -2.41161 0.35004 2.38542
C -3.26181 0.86283 0.87982
S -3.37166 -0.20756 -0.35607
N -3.88171 2.17215 0.72913
C -3.74551 3.19392 1.67181
C -4.47942 4.30264 1.11348
N -5.00641 3.87996 -0.10073
C -4.63261 2.56963 -0.34010
C 1.35444 3.25660 -1.00957
C 1.99847 1.75125 -1.26532
C 1.80340 1.21181 -2.77250
O 1.04208 0.69798 -1.51822
H 1.66583 5.80636 -0.23694
H 0.11154 5.62238 -0.86661
H -1.25922 4.23482 1.84246
H 0.10729 4.50675 2.81364
H 1.23462 2.75498 2.50020
H 2.31271 1.93528 1.35776
H -0.43964 1.38860 0.48464
H 0.62681 0.18804 1.39296
H -1.15984 2.35233 2.89888
H -0.34274 0.92372 3.59965
H -3.19097 3.20211 2.62405
H -4.56460 5.29275 1.59215
H -4.89818 1.97499 -1.24956
H 2.16119 3.95871 -1.34048
H 0.46539 3.28102 -1.68030
H 2.98313 1.49648 -0.73912
H 0.82114 1.43449 -3.25027
H 2.45375 0.38498 -3.12598
C -0.45378 -2.76389 0.07112
Cl 0.09010 -2.31029 1.70818
Cl -0.12209 -4.47191 -0.25304
H -1.52804 -2.58730 -0.00729
H 0.07545 -2.15081 -0.65423
Cl 0.98480 -6.90476 -0.56982
Al -5.08229 4.47258 -2.07895
F -1.40448 0.58133 -0.99889
C 6.94582 -2.04120 -2.86004
C 5.79490 -1.92358 -2.04681
C 5.40046 -0.65574 -1.58136
C 6.12351 0.46631 -1.94190
C 7.25360 0.34413 -2.75598
C 7.66494 -0.90626 -3.20648
H 7.26431 -3.01434 -3.20942
H 5.23201 -2.80484 -1.76792
H 4.53073 -0.56133 -0.94195
H 5.81463 1.44411 -1.58970
H 7.81492 1.22798 -3.03417
H 8.54613 -0.99463 -3.82869
Br 4.73357 -1.66962 -4.15645
C -6.47642 -0.02039 -2.97368
O -5.64313 0.84255 -2.61099
O -7.11894 0.00899 -4.06480
O -6.79370 -1.04545 -2.29764
Li -3.13904 -0.70136 4.41752
Cs -1.47191 -3.42809 3.26429
F -4.64290 -9.53849 3.87379
P -3.12318 -9.51384 3.25492
F -2.62158 -9.84245 4.78199
F -2.20366 -8.80498 2.10615
F -4.01733 -10.10292 2.01611
F -2.17626 -10.83063 3.04607
F -3.09786 -7.93634 3.72838
*
```

Computed properties:
DFT total energy	-7375.2241	hartree
LUMO energy	-4.45	eV
largest force on an atom	6.64	eV/Å
ΔE to the lowest compared entry with this formula, charge and spin	77.97	kcal per mole